The following is a quantum chemistry calculation of one molecule with the formula C19H19ClFN3O5S, from OMol25.

Atoms and positions in Å:
1 N 7.38727 -1.31847 2.09462
2 C 6.13394 -1.77626 2.29515
3 O 5.49339 -2.36762 1.46362
4 C 5.59917 -1.52599 3.71644
5 H 5.88641 -0.52648 4.06031
6 H 5.97761 -2.29001 4.39802
7 O 4.19048 -1.65899 3.72042
8 C 3.54328 -0.73773 2.98951
9 O 4.09216 0.21156 2.49005
10 C 2.08746 -1.01039 2.89706
11 C 1.25472 -0.02069 2.38072
12 C -0.09886 -0.25178 2.25850
13 C -0.63735 -1.47240 2.64077
14 C 0.18692 -2.46681 3.15771
15 C 1.54270 -2.23336 3.28506
16 H 2.19206 -3.00007 3.67652
17 H -0.24253 -3.41171 3.44995
18 Cl -2.31135 -1.74265 2.46440
19 S -1.16600 1.04170 1.60539
20 O -2.25353 1.26364 2.50763
21 O -0.33049 2.15826 1.26955
22 N -1.75576 0.26397 0.24497
23 C -0.84981 0.29543 -0.88543
24 H 0.16381 0.18334 -0.49840
25 C -0.97723 1.60400 -1.68267
26 N -2.35534 1.82354 -2.07412
27 C -2.82826 1.33089 -3.28098
28 C -2.05291 1.47025 -4.44120
29 C -2.51290 1.05099 -5.67150
30 C -3.77347 0.49053 -5.76609
31 C -4.57458 0.35154 -4.65078
32 C -4.10175 0.76529 -3.41965
33 H -4.74310 0.63233 -2.56381
34 H -5.55621 -0.08550 -4.74547
35 F -4.22966 0.07570 -6.97179
36 H -1.90807 1.16469 -6.55724
37 H -1.08231 1.93682 -4.38865
38 C -3.20608 1.86601 -0.90368
39 H -4.23018 2.10275 -1.19005
40 C -3.13185 0.55606 -0.11066
41 H -3.69438 0.63317 0.81964
42 H -3.50833 -0.28518 -0.70113
43 H -2.83423 2.67102 -0.25903
44 H -0.32760 1.55670 -2.55360
45 H -0.65926 2.43310 -1.04384
46 H -1.08749 -0.55999 -1.52747
47 H 1.65811 0.93330 2.07630
48 H 7.77815 -1.40191 1.17009
49 H 7.85322 -0.72258 2.75482

**HOMO**: -7.641 eV
**Net charge**: 0
**Kohn-Sham gap**: 7.57 eV
**F_max**: 1.08 eV/A
**Energy**: -2234.1606 a.u.
**SMILES**: NC(=O)COC(=O)c1ccc(Cl)c(S(=O)(=O)N2CCN(c3ccc(F)cc3)CC2)c1


The following is a quantum chemistry calculation of a 2-piece molecular cluster, C3H10N2O overall, from OMol25.

Atoms and positions in Å:
1 C 1.01039 0.88260 -1.20005
2 C -0.76817 1.06282 1.28933
3 C 0.06828 -0.12075 -0.61907
4 N -0.89555 -0.76074 -1.09914
5 H -1.25549 -0.42562 -1.98390
6 H 1.61492 0.39916 -1.97038
7 H 1.67255 1.28060 -0.43559
8 H 0.44511 1.70194 -1.64432
9 H -1.67965 0.47597 1.38608
10 H 0.12319 0.09302 1.28221
11 H -0.95905 1.87522 0.59370
12 N 0.35710 -2.20811 0.82032
13 O 0.83508 -0.88825 0.57278
14 H -0.52460 1.50963 2.25633
15 H 0.62200 -2.75005 0.00019
16 H -0.66610 -2.12743 0.75153

**HOMO**: -9.173 eV
**Net charge**: 0
**Kohn-Sham gap**: 10.03 eV
**F_max**: 4.20 eV/A
**Energy**: -304.8883 a.u.
**SMILES**: [H]/N=C(\C)ON.C
**Energy relative to the best compared isomer or geometry (same formula, charge and spin)**: 116.9 kcal per mole


The following is a quantum chemistry calculation of a 2-piece molecular cluster, C5H10O overall, from OMol25.

Atoms and positions in Å:
1 C -2.45459 1.20548 0.09934
2 C 0.19185 -0.99559 -0.48704
3 C 1.16953 -0.39285 -1.15063
4 C 2.22492 0.06844 -0.18410
5 O 1.74269 -0.30339 1.09823
6 C 0.50586 -0.99170 0.98345
7 H -3.04527 1.24282 -0.81993
8 H -2.62211 0.24669 0.59920
9 H -2.76208 2.01687 0.76385
10 H -0.70982 -1.43204 -0.90527
11 H 1.23373 -0.23991 -2.22293
12 H -1.39459 1.30832 -0.14665
13 H 2.37923 1.15747 -0.21987
14 H 3.19845 -0.41028 -0.37226
15 H 0.60556 -2.00938 1.39123
16 H -0.26336 -0.47096 1.57338

**HOMO**: -9.074 eV
**Net charge**: 0
**Kohn-Sham gap**: 10.09 eV
**F_max**: 0.30 eV/A
**Energy**: -271.7031 a.u.
**SMILES**: C1=CCOC1.C
**Energy relative to the best compared isomer or geometry (same formula, charge and spin)**: 31.1 kcal per mole


The following is a quantum chemistry calculation of a 8-piece molecular cluster, C32H88N8O8 overall, from OMol25.

Atoms and positions in Å:
1 C 0.17378 -7.12318 -0.90277
2 C -0.10719 -5.65751 -0.65211
3 C -1.03757 -5.44178 0.50886
4 O -2.31092 -5.90955 0.07407
5 C -3.37089 -6.02131 1.03537
6 N 1.11600 -4.94279 -0.42490
7 H -0.66426 -7.79663 -0.82186
8 H 0.88058 -7.45505 -0.13960
9 H 0.57078 -7.25138 -1.93455
10 H -0.62540 -5.37973 -1.57462
11 H -1.05760 -4.38134 0.82904
12 H -0.66966 -6.04170 1.35416
13 H -2.98462 -5.79472 2.02879
14 H -3.72911 -7.06259 0.96203
15 H -4.19970 -5.36799 0.74501
16 H 1.02894 -3.95377 -0.40050
17 H 1.81614 -5.18820 -1.12510
18 C -3.97778 -2.57843 -1.53709
19 C -4.06920 -1.07655 -1.44074
20 C -3.69607 -0.33929 -2.73858
21 O -2.29051 -0.34144 -2.89107
22 C -1.82345 0.20728 -4.06442
23 N -5.51698 -0.73011 -1.18856
24 H -4.26712 -3.03869 -0.60549
25 H -2.96545 -2.86502 -1.80836
26 H -4.70767 -2.88095 -2.28409
27 H -3.36695 -0.66368 -0.69798
28 H -4.02630 0.71927 -2.63725
29 H -4.15676 -0.83131 -3.64633
30 H -2.20042 1.19772 -4.31163
31 H -2.03804 -0.40674 -4.91962
32 H -0.73517 0.25201 -4.09077
33 H -5.53952 0.26975 -1.07005
34 H -5.74525 -1.19541 -0.31247
35 C 2.06768 2.51354 -3.79985
36 C 2.24469 4.01224 -4.07260
37 C 1.57561 4.56154 -5.31877
38 O 1.93381 5.97135 -5.51591
39 C 1.39660 6.56816 -6.71356
40 N 1.79571 4.69209 -2.87072
41 H 2.43154 1.94549 -4.65527
42 H 0.98586 2.37519 -3.71885
43 H 2.49152 2.21566 -2.82677
44 H 3.31041 4.24114 -4.16234
45 H 0.50011 4.41339 -5.26815
46 H 1.88749 3.95206 -6.18702
47 H 1.90427 6.08888 -7.58052
48 H 1.72546 7.61020 -6.71373
49 H 0.28840 6.51245 -6.77506
50 H 0.78365 4.55289 -2.92097
51 H 1.98484 5.69235 -2.99852
52 C 5.14884 1.91883 -0.99321
53 C 4.97228 3.38843 -1.13870
54 C 4.94757 3.95663 0.28455
55 O 3.89486 3.38929 1.06421
56 C 2.65734 4.09125 0.87990
57 N 6.04299 3.90794 -2.03375
58 H 5.07454 1.43237 -1.96437
59 H 4.52286 1.50288 -0.20948
60 H 6.16150 1.71262 -0.64062
61 H 4.03559 3.69174 -1.58841
62 H 4.90916 5.05852 0.32089
63 H 5.88202 3.69174 0.80888
64 H 2.78592 5.14549 1.23761
65 H 1.91449 3.63056 1.50797
66 H 2.29653 4.04357 -0.17325
67 H 6.92214 3.91858 -1.50225
68 H 5.84770 4.93195 -2.18826
69 C -4.43740 -3.63283 3.80752
70 C -4.01220 -2.91956 5.10679
71 C -2.52267 -2.65370 5.21437
72 O -1.84389 -3.83891 5.35397
73 C -0.49340 -3.71140 5.74224
74 N -4.82560 -1.69081 5.10915
75 H -5.51781 -3.80153 3.91940
76 H -3.99863 -4.62163 3.76464
77 H -4.23595 -2.98958 2.91894
78 H -4.23458 -3.65274 5.91225
79 H -2.29362 -2.02695 6.09867
80 H -2.26379 -2.13242 4.26861
81 H 0.14367 -3.15011 5.04168
82 H -0.02597 -4.69590 5.82053
83 H -0.25556 -3.34058 6.73102
84 H -4.84890 -1.15930 5.97713
85 H -5.78441 -1.99238 4.88474
86 C -3.47096 6.05896 -1.07604
87 C -2.24347 5.34364 -1.66462
88 C -2.35534 3.82119 -1.45813
89 O -2.72276 3.34627 -0.17646
90 C -1.75457 3.79163 0.82590
91 N -2.09566 5.58044 -3.12443
92 H -4.40508 5.56343 -1.26051
93 H -3.55145 7.13424 -1.38832
94 H -3.44465 6.04890 0.01903
95 H -1.29404 5.54723 -1.14855
96 H -1.40174 3.34611 -1.69338
97 H -3.01532 3.36237 -2.21955
98 H -1.72767 3.07278 1.66112
99 H -2.02239 4.78971 1.19256
100 H -0.72652 3.79775 0.38998
101 H -1.88956 6.54328 -3.36364
102 H -2.93236 5.24920 -3.59840
103 C 3.13096 -3.53143 4.40751
104 C 2.77485 -3.69687 2.94406
105 C 3.37087 -2.72750 1.96797
106 O 3.05530 -1.38837 2.33242
107 C 3.85512 -0.44703 1.64995
108 N 3.19279 -5.05883 2.53389
109 H 2.61127 -4.31518 4.96375
110 H 2.87629 -2.55080 4.78273
111 H 4.18731 -3.70115 4.48877
112 H 1.66436 -3.56674 2.86359
113 H 3.00010 -2.90172 0.94779
114 H 4.48348 -2.78654 1.97841
115 H 3.82176 -0.45139 0.54482
116 H 4.90112 -0.63450 1.89891
117 H 3.56669 0.55792 1.99023
118 H 2.90625 -5.73575 3.21270
119 H 2.75081 -5.22362 1.63309
120 C 1.14616 0.07227 -0.89884
121 C 0.53380 -0.47958 0.34925
122 C -0.27593 0.50992 1.15185
123 O -0.72121 0.03166 2.37048
124 C 0.28651 -0.31397 3.33404
125 N -0.20184 -1.69474 -0.00717
126 H 1.83675 -0.64550 -1.31153
127 H 1.74912 0.95544 -0.66156
128 H 0.35389 0.32034 -1.62569
129 H 1.32385 -0.81112 1.03658
130 H -1.16421 0.82987 0.57572
131 H 0.28343 1.44831 1.34723
132 H 1.03503 0.51923 3.45890
133 H 0.86637 -1.16520 2.97960
134 H -0.16269 -0.50482 4.30969
135 H -0.76521 -1.97345 0.78534
136 H -0.79956 -1.58614 -0.81254

**HOMO**: -8.816 eV
**Net charge**: 0
**Kohn-Sham gap**: 9.45 eV
**F_max**: 1.92 eV/A
**Energy**: -2311.7932 a.u.
**SMILES**: COC[C@H](C)N.COC[C@H](C)N.COC[C@H](C)N.COC[C@H](C)N.COC[C@H](C)N.COC[C@H](C)N.COC[C@H](C)N.COC[C@H](C)N
**Energy relative to the best compared isomer or geometry (same formula, charge and spin)**: 38.5 kcal per mole


The following is a quantum chemistry calculation of C2H9AlN4O3 as an isolated structure, from OMol25.

Atoms and positions in Å:
1 Al 2.81253 -1.98397 -0.20360
2 O 3.03493 0.28151 -1.87713
3 H 2.57602 0.37490 -2.73541
4 C 0.13058 0.06009 2.10763
5 O 0.65521 -0.72135 1.27902
6 N -0.49659 1.15429 1.61550
7 N -0.19517 -0.18869 3.38652
8 H -0.24815 1.39379 0.66788
9 H -1.24091 1.56195 2.15516
10 H 0.13707 -1.03690 3.82006
11 H -0.61229 0.50364 3.98343
12 C -0.47905 -0.56796 -1.66797
13 O 0.35101 -1.52341 -1.65309
14 N -1.82203 -0.75242 -1.62858
15 N -0.11764 0.72103 -1.81537
16 H -2.18233 -1.69232 -1.59280
17 H -2.32076 0.09687 -1.80549
18 H -0.82106 1.42168 -1.97247
19 H 0.83863 0.89726 -2.06328

**HOMO**: -17.540 eV
**Net charge**: +2
**Kohn-Sham gap**: 3.73 eV
**F_max**: 2.58 eV/A
**Energy**: -767.9877 a.u.
**Energy relative to the best compared isomer or geometry (same formula, charge and spin)**: 0.0 kcal per mole


What did the fifth record say?
The following is a quantum chemistry calculation of C2H9AlN4O3 as an isolated structure, from OMol25.

Atoms and positions in Å:
1 Al 2.81253 -1.98397 -0.20360
2 O 3.03493 0.28151 -1.87713
3 H 2.57602 0.37490 -2.73541
4 C 0.13058 0.06009 2.10763
5 O 0.65521 -0.72135 1.27902
6 N -0.49659 1.15429 1.61550
7 N -0.19517 -0.18869 3.38652
8 H -0.24815 1.39379 0.66788
9 H -1.24091 1.56195 2.15516
10 H 0.13707 -1.03690 3.82006
11 H -0.61229 0.50364 3.98343
12 C -0.47905 -0.56796 -1.66797
13 O 0.35101 -1.52341 -1.65309
14 N -1.82203 -0.75242 -1.62858
15 N -0.11764 0.72103 -1.81537
16 H -2.18233 -1.69232 -1.59280
17 H -2.32076 0.09687 -1.80549
18 H -0.82106 1.42168 -1.97247
19 H 0.83863 0.89726 -2.06328

**HOMO**: -17.540 eV
**Net charge**: +2
**Kohn-Sham gap**: 3.73 eV
**F_max**: 2.58 eV/A
**Energy**: -767.9877 a.u.
**Energy relative to the best compared isomer or geometry (same formula, charge and spin)**: 0.0 kcal per mole